Below is a structure of composition C29H32NPPdSe in a non-equilibrium geometry, with properties calculated with the ωB97M-V functional and the def2-TZVPD basis.

```
! RIJCOSX wB97M-V def2-TZVPD def2/J DEFGRID3
* xyz 0 3
Pd -0.82 -0.01 0.77
N 0.65 -0.21 2.67
C 2.03 -0.49 2.49
C 2.93 0.04 3.41
C 4.29 -0.21 3.33
C 4.76 -1.03 2.32
C 3.87 -1.54 1.39
C 2.50 -1.28 1.43
C 1.69 -1.75 0.28
C 2.02 -2.96 -0.35
C 1.48 -3.30 -1.57
C 0.62 -2.43 -2.22
C 0.22 -1.27 -1.57
C 0.70 -0.95 -0.31
H 0.52 0.41 3.46
H 0.13 -1.08 2.82
H 2.55 0.66 4.21
H 4.96 0.20 4.06
H 5.81 -1.27 2.25
H 4.26 -2.15 0.58
H 2.71 -3.63 0.13
H 1.74 -4.25 -2.03
H 0.25 -2.67 -3.21
H -0.46 -0.59 -2.08
C -3.00 -3.33 2.83
P -1.96 -2.16 1.84
C -3.14 -0.74 1.76
C -2.17 -2.91 0.18
C -2.65 -2.21 -0.92
C -2.69 -2.82 -2.16
C -2.24 -4.12 -2.32
C -1.76 -4.82 -1.22
C -1.73 -4.22 0.02
H -2.47 -4.26 2.99
H -3.95 -3.53 2.33
H -3.19 -2.86 3.80
H -4.09 -1.00 1.30
H -2.59 0.03 1.17
H -3.32 -0.35 2.77
H -2.99 -1.18 -0.83
H -3.07 -2.28 -3.02
H -2.25 -4.59 -3.29
H -1.41 -5.84 -1.34
H -1.34 -4.76 0.87
C 1.78 6.31 -2.71
C 0.94 5.25 -2.04
C -0.37 5.04 -2.44
C -1.18 4.11 -1.80
C -2.59 3.89 -2.24
C -0.64 3.37 -0.74
Se -1.80 2.19 0.19
C 0.69 3.53 -0.36
C 1.26 2.69 0.74
C 1.47 4.47 -1.02
H 1.27 6.72 -3.58
H 2.74 5.90 -3.03
H 1.97 7.12 -2.01
H -0.78 5.62 -3.26
H -2.81 4.41 -3.17
H -3.28 4.23 -1.47
H -2.77 2.83 -2.39
H 1.22 1.63 0.45
H 0.68 2.81 1.66
H 2.30 2.96 0.94
H 2.50 4.60 -0.72
*
```

Calculated values
Energy relative to the best compared isomer or geometry (same formula, charge and spin) = 205.15 kJ/mol
Lowest unoccupied orbital energy (spin up / spin down) = 0.53 / -1.45 eV
DFT total energy = -4049.614736 a.u.
HOMO (spin up / spin down) = -6.9 / -7.2 eV
Expectation value of S² = 2.01